Model i:
{"formula": "C3H6Br2O3", "method": "ωB97M-V/def2-TZVPD", "homo_lumo_gap_ev": [8.53, 8.44], "total_charge": 0, "e_lumo_ev": [-1.23, -1.24], "species": ["O", "H", "Br", "C", "H", "H", "O", "H", "Br", "C", "O", "H", "C", "H"], "xyz": [[-0.76298, -0.17584, 2.22409], [1.31862, 0.77757, 1.01432], [0.03536, -2.57120, 0.17689], [-0.39774, 0.34210, 0.10196], [2.16353, 2.20274, -0.55846], [-0.01856, -0.56300, 2.69326], [1.27772, 1.75849, -0.81252], [-0.51612, -0.84162, -2.36234], [-1.51181, 1.80815, 0.08271], [1.03201, 0.62800, 0.05319], [-1.25732, -1.01556, -1.82833], [-1.97764, -1.25104, -0.03565], [-1.05568, -0.94364, -0.47493], [1.67061, -0.15516, -0.27420]], "mulliken_charge": [-0.6104, 0.4700, -0.1783, 0.3322, 0.3113, 0.2470, -0.5058, 0.3545, 0.0651, -0.5730, -0.4567, 0.5645, -0.3398, 0.3194]}

=====

Model ii:
{"formula": "C3H6Br2O3", "method": "ωB97M-V/def2-TZVPD", "homo_lumo_gap_ev": 9.83, "total_charge": 0, "smiles": "O=C[C@H](Br)[C@@H](O)Br.O", "e_lumo_ev": -0.30, "species": ["Br", "O", "H", "O", "C", "C", "H", "H", "C", "H", "H", "O", "H", "Br"], "xyz": [[1.78160, 0.96850, -0.56676], [-0.33441, 1.81107, 1.26943], [0.30485, -0.19199, -2.71972], [-0.51805, 0.04376, -2.29676], [0.48494, -0.49536, -0.17491], [0.41118, -0.72158, 1.35874], [-1.55869, 0.18128, -0.58308], [-0.78726, 2.66067, 1.14031], [-0.69470, -0.34372, -1.03765], [1.05088, -1.37320, -0.61338], [0.55958, 1.95398, 1.43077], [1.22758, -0.59449, 2.24607], [-0.42368, -1.50729, 1.55414], [-1.50381, -2.39162, -1.00718]], "mulliken_charge": [-0.1143, -0.5485, 0.3432, -0.4359, -0.3717, 0.0957, 0.4087, 0.2782, -0.0073, 0.5705, 0.2810, -0.4359, 0.1997, -0.2634]}

=====

Relative energies with respect to the most stable structure, expressed in eV: model i 2.698; model ii 0.000.

=====

Model i:
{"formula": "C39H40N4O5Pb", "method": "ωB97M-V/def2-TZVPD", "homo_lumo_gap_ev": 4.39, "total_charge": -2, "e_lumo_ev": 4.24, "species": ["H", "H", "C", "O", "C", "H", "C", "C", "H", "C", "N", "H", "C", "H", "H", "C", "C", "C", "H", "H", "H", "C", "C", "H", "H", "C", "H", "H", "O", "C", "C", "C", "C", "H", "O", "H", "N", "H", "C", "C", "C", "C", "Pb", "N", "H", "C", "N", "H", "H", "C", "C", "H", "C", "C", "H", "C", "H", "H", "C", "C", "H", "H", "C", "C", "H", "O", "H", "C", "H", "H", "C", "H", "C", "H", "H", "H", "H", "H", "H", "C", "H", "C", "H", "C", "O", "H", "C", "C", "C"], "xyz": [[1.43886, 2.53655, -3.16964], [4.59406, -0.40182, -2.32861], [5.04064, 3.23935, 0.84299], [0.90960, 2.57068, 1.83792], [3.32190, -1.99744, -1.52879], [5.53266, 5.09364, 1.81263], [-1.64872, -0.96921, 3.88379], [0.42787, -3.91594, 1.04531], [-1.28720, -1.53429, 3.02697], [-5.63137, -1.90914, 0.76416], [0.00763, 2.80652, -1.63598], [3.17297, -2.45789, -2.51521], [1.01522, -2.84290, -1.22920], [1.30697, -3.25998, -2.20259], [-0.14757, -4.99569, 2.79736], [-1.23005, -1.44549, -1.73867], [-3.28397, -1.79840, 0.18179], [0.46870, 2.28538, -0.46838], [-1.35612, 3.98726, -2.65356], [0.50364, 1.09644, -2.71237], [-1.02582, -0.85507, -4.20658], [-2.79859, 1.80310, -5.36332], [0.03765, 2.98032, 0.81331], [-1.00175, 2.71887, 1.01939], [2.84643, -0.03944, -2.23334], [-0.18211, -1.99739, -1.46751], [-0.31047, -7.29645, -0.82841], [-4.03784, -2.75391, 1.93013], [4.08173, 0.11296, 2.44741], [4.64828, 1.90093, 0.95693], [0.34004, 2.14735, 3.03794], [0.45137, 2.17116, -2.86867], [-1.86152, 0.77091, -5.31354], [-4.33090, 2.80515, -4.24556], [-0.91331, 0.53932, 1.78375], [-4.10806, 1.39411, -2.26192], [-0.87204, 0.25746, 4.02268], [-1.15901, 1.67682, 5.57497], [3.68373, -0.52641, -1.72228], [-1.76047, -0.05801, -4.21401], [-4.29328, -2.19654, 1.03456], [-4.91689, -0.85597, -1.29367], [1.92549, -0.87227, 1.09011], [3.82882, 0.06805, -0.40869], [-6.95359, -1.01638, -0.66986], [-0.77740, 4.01777, -1.73222], [2.16201, -2.13602, -0.68907], [5.15671, 3.64956, -0.15809], [-2.25473, -2.03162, 0.42682], [0.33595, -5.24660, -0.98555], [-0.53694, 0.90815, 2.87874], [-0.26258, 2.94540, 3.50322], [-5.91976, -1.23562, -0.41689], [-3.54780, -1.10491, -1.02707], [4.89952, 1.63900, -1.16613], [4.45153, 1.30492, 2.25900], [4.20492, -2.48457, -1.07984], [1.19005, 1.93470, 3.68558], [-0.28029, -6.27340, 1.07705], [5.09634, 3.49238, 3.21394], [4.59849, 1.76015, 4.36125], [-5.20597, -0.40361, -2.23257], [-0.57855, 0.77682, 5.34176], [-0.10369, -6.37381, -0.29822], [-2.88198, 2.44541, -6.23210], [0.63885, -2.82639, 1.72803], [0.46742, -5.31316, -2.06294], [0.59794, -4.03506, -0.36460], [-0.27507, 2.37489, -3.65305], [-0.83061, 0.01763, 6.07785], [4.72279, 2.18197, 3.36963], [-0.15075, 4.91816, -1.73973], [-3.61273, 1.98995, -4.24623], [-1.48730, 4.09127, -0.91017], [-6.42158, -2.22706, 1.43479], [0.12532, 4.06618, 0.68694], [-0.63174, -7.13061, 1.64393], [5.26825, 4.11050, 4.09067], [0.47906, 1.01663, 5.46174], [-2.59913, 0.08296, -3.07637], [-2.70831, -0.75591, 3.72839], [-3.51136, 1.17213, -3.13704], [-1.52224, -1.56608, 4.78565], [4.45436, 1.16277, -0.27554], [1.20574, 1.31931, -0.44628], [-1.19590, 0.62130, -6.15888], [5.25748, 4.05324, 1.93553], [-2.47637, -0.79461, -1.94946], [-0.01359, -5.08041, 1.72379]], "mulliken_charge": [0.2751, 0.5025, -0.5345, -0.2626, -0.8352, 0.3662, -0.6793, 0.6110, -0.0165, -0.6393, 0.4835, 0.4239, -0.1994, 0.3965, 0.3295, -0.4847, -0.0990, 0.0919, 0.3308, -0.0106, 0.3906, -0.4852, -1.1361, 0.3843, -0.0833, 0.2904, 0.3400, 0.4127, -0.9019, 0.8445, -0.7399, -0.7156, -0.6045, 0.3006, -0.5148, 0.5807, 0.2554, 0.2943, -0.5768, -0.7482, -0.4535, -0.5439, 1.2640, 0.2356, 0.3339, -1.0354, -0.2283, 0.2561, 0.0499, -0.5660, 0.4879, 0.2830, -0.6438, 0.6695, 0.2166, 0.2428, 0.2438, 0.2479, -0.3459, -0.2907, 0.3986, 0.5214, -0.9698, -0.7833, 0.3404, -0.5642, 0.2838, 0.1048, 0.2737, 0.3217, -0.5766, 0.2662, -0.7985, 0.3614, 0.3437, 0.5051, 0.3446, 0.3333, 0.3405, 0.6712, 0.3156, -0.2685, 0.3815, -0.6198, 0.1212, 0.3336, -0.6460, -0.6363, -0.7602]}

=====

Model ii:
{"formula": "C39H40N4O5Pb", "method": "ωB97M-V/def2-TZVPD", "homo_lumo_gap_ev": 4.33, "total_charge": -2, "e_lumo_ev": 4.21, "species": ["H", "H", "C", "C", "H", "H", "H", "C", "C", "C", "H", "C", "C", "H", "C", "C", "H", "H", "N", "C", "O", "H", "C", "C", "H", "C", "H", "C", "C", "C", "N", "H", "O", "H", "C", "C", "C", "C", "H", "H", "C", "O", "H", "H", "C", "C", "C", "H", "H", "H", "C", "Pb", "H", "O", "C", "H", "C", "H", "H", "H", "H", "C", "H", "O", "H", "C", "H", "H", "C", "C", "C", "N", "H", "H", "C", "H", "C", "C", "H", "N", "H", "C", "C", "H", "C", "C", "H", "H", "H"], "xyz": [[-3.50130, 2.60277, 1.24897], [0.95404, -5.82410, -4.33996], [1.26875, -3.89200, -3.46298], [0.73635, -2.65037, -3.02691], [-6.30824, -0.25426, 1.52166], [3.92105, 1.39725, 0.90295], [2.39227, -2.54334, 0.12467], [-0.65997, -2.45978, -3.22597], [-4.34572, -1.08479, 1.33696], [-0.27903, 2.20828, 1.00805], [-2.53367, 1.91368, -0.05573], [1.02305, -4.18867, 1.46449], [3.88578, 5.70145, -1.42120], [4.87019, 4.04002, -2.32080], [-1.39582, -1.20672, -2.75027], [-0.85845, -4.67716, -4.23216], [-1.97671, 2.20236, -2.21231], [-1.48734, -5.43899, -4.67948], [-0.70607, 0.02496, -3.13214], [-3.10543, -1.30057, 3.37892], [2.11988, 2.14649, 1.19759], [5.46780, -1.90232, 1.53389], [-2.04842, -2.03732, 1.22301], [-4.18341, -0.80621, 4.08290], [-1.34456, 4.09765, 3.05403], [1.50183, 5.68782, -1.50728], [-2.19092, -3.63651, 3.49200], [0.82735, -4.89857, 2.64933], [2.73464, 3.79086, -2.48780], [3.06188, 1.16649, 1.53512], [3.52304, -1.23251, 1.30965], [-6.20671, -0.04232, 3.98922], [-0.22145, 1.97690, -0.18823], [-2.58319, 3.68365, 0.15893], [3.10233, -2.58785, 0.95344], [-5.36277, -0.43632, 3.43413], [-3.14193, -1.49971, 1.96919], [-1.40429, -3.46458, -3.82387], [-1.95364, 3.13839, -3.73737], [-2.38196, -1.22407, -3.24084], [-1.07527, -2.95857, 1.75783], [1.53970, -1.79335, -2.47466], [2.63588, 7.24185, -0.55021], [4.95075, -0.79813, 2.81242], [-1.62490, -1.38786, -1.29532], [-1.90009, -1.67784, -0.14851], [0.19666, 3.92979, -2.55286], [2.61468, -3.08595, 1.79653], [4.81255, 6.18252, -1.12079], [-2.64022, 2.89226, 3.24052], [2.57594, -0.26436, 1.28990], [1.16775, 0.59772, -2.12364], [-0.92966, 1.18451, -4.86814], [2.83143, 2.68405, -3.08876], [-1.60478, 3.03660, 2.93594], [-4.11620, -0.68228, 5.16105], [-5.41016, -0.57010, 2.04623], [-0.98393, 2.44354, 3.60575], [0.54378, 6.14278, -1.26581], [-2.17634, -1.49056, 3.90100], [0.84743, 1.22727, 2.54730], [1.49037, 4.46430, -2.18692], [3.97824, -3.15607, 0.64301], [1.39831, -0.50353, 1.09577], [1.90292, -4.39335, 0.86190], [3.91778, 4.50435, -2.08843], [-0.61492, 4.67965, -2.53864], [-4.41814, -1.18747, 0.26070], [0.93110, 2.13559, 1.94371], [-2.58841, 2.71664, 0.67636], [0.11685, -3.24057, 1.04053], [-1.44753, 2.59813, 1.56841], [5.34730, -0.17581, 1.20308], [3.35995, 1.25560, 2.59287], [0.50007, -4.88391, -4.03970], [-2.47048, -3.30803, -3.96869], [4.88437, -1.00820, 1.73790], [-0.33303, -4.64632, 3.37099], [-2.46097, 0.70567, -4.10602], [-0.07760, 2.72630, -2.85389], [0.30482, -2.69477, 0.12445], [2.66390, 6.31180, -1.10581], [-1.42341, 1.00703, -3.89542], [-0.52123, -5.20029, 4.28706], [-1.26662, -3.72248, 2.93600], [-1.44084, 2.35374, -3.15634], [1.53846, -5.64784, 2.97944], [0.93188, 3.01274, 2.60202], [2.33260, -4.04677, -3.31392]], "mulliken_charge": [0.4748, 0.3417, -0.7554, 0.7011, 0.3375, 0.2457, -0.2328, 0.1418, -0.6528, -0.0732, -0.0151, -0.8560, -0.2669, 0.3641, -0.1696, -0.7703, -0.2200, 0.3311, -0.1871, -0.4377, -0.3153, 0.3039, -0.2127, -0.7294, 0.2665, -0.4438, 0.5258, -0.7478, 0.3996, -0.8531, 0.3155, 0.3640, 0.2471, 0.2330, -0.9957, -0.5048, 0.6099, -0.5392, 0.5105, 0.3538, 0.0704, -0.6632, 0.3625, 0.3089, 0.1473, -0.2417, -0.5362, 0.7532, 0.3341, 0.3052, 0.5765, 1.2122, 0.2649, -0.8915, -1.0389, 0.3155, -0.5352, 0.3865, 0.2525, 0.4803, 0.3895, 0.7457, 0.3957, -0.3667, 1.0183, -0.7218, 0.2391, 0.3739, -1.1354, -0.8142, 0.3334, 0.4083, 0.3503, 0.2790, -0.3516, 0.2692, -0.9845, -0.6661, 0.4262, 0.1383, -0.2700, -0.6613, -0.8869, 0.3552, -0.5954, -0.3907, 0.3291, 0.5030, 0.3386]}

=====

Relative energies with respect to the most stable structure, expressed in eV: model i 0.000; model ii 0.889.

=====

Model i:
{"formula": "C5H13NO3", "method": "ωB97M-V/def2-TZVPD", "homo_lumo_gap_ev": 9.34, "total_charge": 0, "smiles": "C[C@H](O)CCNC=O.O", "e_lumo_ev": 0.40, "species": ["H", "H", "C", "C", "H", "O", "H", "H", "H", "H", "H", "H", "C", "O", "C", "N", "O", "H", "H", "H", "H", "C"], "xyz": [[-0.77721, -2.26875, 2.61041], [-2.60355, 1.77008, 0.33495], [-0.48500, 0.27415, -1.01296], [-1.69510, 2.34350, 0.05399], [0.61163, 0.08324, -1.36111], [2.30980, 1.18910, -1.84581], [-2.06255, -0.40957, 0.33256], [0.28385, 2.19865, -0.76544], [0.77304, -3.02667, 1.07095], [-1.15874, 0.34040, -1.97708], [2.40285, 1.58080, -2.71852], [1.86150, -1.60129, 1.63423], [-0.12959, -1.00486, 1.19632], [-0.97152, -1.43947, 2.15871], [-1.03156, -0.74528, 0.04546], [-0.57888, 1.69424, -0.56545], [-1.64922, 3.52689, 0.40541], [-1.03282, -1.61733, -0.52313], [0.39272, -0.05004, 1.67243], [1.50102, -1.74083, -0.13466], [3.00984, 0.83509, -1.49660], [1.02950, -1.93202, 0.88533]], "mulliken_charge": [0.3023, 0.2734, -0.4030, 0.0721, 0.2077, -0.5647, 0.3762, 0.2357, 0.3464, 0.2280, 0.2865, 0.3093, 0.4767, -0.5068, -0.7562, -0.0786, -0.5799, 0.2821, 0.1406, 0.2718, 0.2371, -1.1568]}

=====

Model ii:
{"formula": "C5H13NO3", "method": "ωB97M-V/def2-TZVPD", "homo_lumo_gap_ev": 9.71, "total_charge": 0, "smiles": "CCN[C@H](C=O)CO.O", "e_lumo_ev": 0.59, "species": ["H", "C", "H", "C", "O", "H", "C", "H", "H", "H", "H", "C", "N", "O", "H", "H", "H", "H", "C", "H", "O", "H"], "xyz": [[1.63876, 1.13751, 0.74005], [-1.70259, 0.50000, 2.06196], [1.04031, -0.61755, -0.75465], [1.16453, 1.31168, -0.24484], [1.36012, 0.75210, -2.94826], [-1.71523, 0.40430, -0.44398], [0.25818, 0.19467, -0.84107], [0.19417, -0.16552, 1.60401], [-1.25352, 1.46944, 2.32043], [1.28991, -2.09388, 0.43198], [-1.97269, -0.02704, 2.97010], [-0.78784, -0.41755, 1.23909], [-0.97606, -0.26716, -0.26515], [1.08857, -2.51662, 1.28354], [1.44218, -3.41781, 1.27156], [1.60668, 1.65014, -2.76330], [0.06794, -0.68198, -2.84268], [-0.97729, -1.46524, 1.50720], [0.14786, 0.28670, -2.37479], [-0.73117, 0.85802, -2.70712], [1.42854, 2.37696, -0.74612], [-2.61138, 0.72886, 1.50202]], "mulliken_charge": [0.3629, -1.2270, -0.3032, -0.1108, -0.5621, 0.3037, 0.5539, 0.1690, 0.2809, 0.3462, 0.3735, -0.1678, -0.2759, -0.6013, 0.2949, 0.3275, 0.2849, 0.4258, -0.5874, 0.3231, -0.5265, 0.3155]}

=====

Relative energies with respect to the most stable structure, expressed in eV: model i 0.093; model ii 0.000.